55
Properties=species:S:1:pos:R:3:mulliken_charge:R:1 method="wB97M-V/def2-TZVPD" gap_ev=6.7865 lumo_ev=2.0 largest_force_ev_per_a=0.55 charge=-1 multiplicity=1 de_lowest_kcal_mol=1.8
In -0.32 1.15 1.38 0.471
C 0.23 1.27 -3.67 -2.161
C -0.08 0.17 -2.68 1.048
C 0.95 -0.60 -2.14 1.092
C 2.39 -0.24 -2.43 -2.286
C 0.66 -1.71 -1.36 0.867
C 1.76 -2.62 -0.88 -2.240
C -0.67 -2.05 -1.09 1.005
C -0.99 -3.38 -0.45 -2.124
C -1.69 -1.18 -1.49 1.097
C -3.13 -1.42 -1.09 -2.225
C -1.40 -0.08 -2.29 1.300
C -2.54 0.83 -2.70 -2.362
H 0.43 2.22 -3.17 0.294
H -0.60 1.43 -4.35 0.507
H 1.10 1.02 -4.27 0.474
H 2.84 -0.90 -3.19 0.313
H 3.00 -0.34 -1.53 0.298
H 2.49 0.78 -2.78 0.469
H 2.00 -3.39 -1.62 0.443
H 1.49 -3.13 0.04 0.359
H 2.68 -2.07 -0.68 0.465
H -0.94 -3.35 0.64 0.235
H -0.29 -4.14 -0.78 0.446
H -1.98 -3.72 -0.72 0.558
H -3.75 -1.68 -1.95 0.360
H -3.56 -0.51 -0.66 0.375
H -3.23 -2.21 -0.35 0.444
H -3.26 0.31 -3.34 0.425
H -2.20 1.72 -3.22 0.402
H -3.07 1.19 -1.82 0.296
S -3.97 3.75 0.12 -0.501
As -2.10 3.80 1.05 0.351
S -2.01 2.28 2.71 -0.450
S -0.68 2.69 -0.39 -0.449
S -1.26 5.65 1.66 -0.604
Cl -2.04 -1.36 2.53 -0.060
C -0.34 -1.65 2.62 0.467
C 0.51 -0.70 2.07 -0.890
C 1.86 -1.00 2.09 0.888
Cl 2.96 0.07 1.27 -0.061
C 2.37 -2.17 2.65 -0.266
Cl 4.06 -2.51 2.62 -0.201
C 1.49 -3.09 3.21 0.574
Cl 2.09 -4.55 3.90 -0.207
C 0.12 -2.84 3.19 -0.163
Cl -0.97 -4.00 3.83 -0.169
N 1.15 4.27 3.62 -0.437
C 1.35 3.57 2.48 0.188
N 1.70 4.26 1.36 -0.341
O 1.27 2.33 2.49 -0.444
H 0.79 5.20 3.47 0.307
H 0.59 3.74 4.27 0.274
H 1.23 5.16 1.29 0.293
H 1.50 3.72 0.52 0.257